(1)
Density functional theory data (ωB97M-V/def2-TZVPD) for an isolated molecule of C11H16N4O5 at a distorted geometry.

Cartesian coordinates (Å):
C -2.3967 0.5752 0.3537
C -1.0379 0.3038 0.9990
C -2.8536 -0.3822 -0.7126
C -4.3251 -0.1079 -1.1121
C -5.3062 -0.6259 -0.1141
C 1.3189 -0.0610 0.3831
C 1.6011 1.4049 0.1090
C 2.1183 -1.0132 -0.5138
C 3.6249 -0.8958 -0.3398
C 4.3957 -1.6160 0.5336
C 5.5729 0.0177 -0.4727
H -1.4979 2.1067 -0.6733
H -2.3974 2.5791 0.6720
H -3.1112 0.4573 1.1668
H -2.1713 -0.2295 -1.5910
H -2.7652 -1.4088 -0.3702
H -4.5212 0.9772 -1.1068
H -4.5684 -0.4245 -2.1357
H -5.5258 -1.3948 1.5337
H -0.3197 -0.3597 -0.7821
H 1.5451 -0.2441 1.4274
H 1.8234 -0.8178 -1.5696
H 1.7509 -2.0278 -0.1961
H 4.1843 -2.4583 1.1610
H 6.4711 0.5937 -0.7391
H 6.4836 -1.2856 0.9610
H 2.8944 2.7454 0.4215
N -2.3657 1.9358 -0.1406
N -0.1002 -0.3557 0.2023
N 4.3563 0.1110 -0.9518
N 5.6565 -0.9804 0.4883
O -0.8195 0.6302 2.1443
O -6.5118 -0.4594 -0.1798
O -4.7501 -1.2755 0.9359
O 0.8527 2.1370 -0.5468
O 2.6951 1.8489 0.7552

Orbital gap: 9.7 eV
LUMO: 0.0222 Eh
Energy relative to the best compared isomer or geometry (same formula, charge and spin): 0.533 eV
SMILES string: N[C@@H](CCC(=O)O)C(=O)N[C@@H](Cc1c[nH]cn1)C(=O)O

For each atom in turn, the Löwdin charge in e is:
1 C -0.36
2 C -0.43
3 C -0.16
4 C -0.08
5 C -0.52
6 C -0.24
7 C -0.44
8 C -0.08
9 C -0.30
10 C -0.03
11 C -0.18
12 H 0.08
13 H 0.11
14 H 0.14
15 H 0.13
16 H 0.12
17 H 0.13
18 H 0.13
19 H 0.15
20 H 0.11
21 H 0.16
22 H 0.13
23 H 0.14
24 H 0.11
25 H 0.12
26 H 0.13
27 H 0.14
28 N 0.08
29 N 0.11
30 N 0.09
31 N 0.05
32 O 0.09
33 O 0.08
34 O 0.08
35 O 0.08
36 O 0.12



(2)
Density functional theory data (ωB97M-V/def2-TZVPD) for a structure of composition C11H17B2N7Ru at a distorted geometry.

Cartesian coordinates (Å):
H -0.1106 -2.8710 1.0269
N 0.5908 -1.7096 -0.5759
B 1.4754 -0.7753 -2.7421
N 1.0269 -1.9867 -1.8590
C 1.0001 -3.3318 -2.0625
Ru 0.6090 0.5723 0.3075
H 1.3247 -3.7426 -3.0042
C 0.5215 -3.9247 -0.8863
H 0.3760 -4.9730 -0.6942
C 0.2757 -2.8669 0.0023
H 1.8665 -1.1363 -3.8130
C 0.7074 2.6020 1.3361
H 0.4788 1.8857 2.1385
H -0.1253 3.3078 1.3399
H 1.6224 3.1126 1.6457
N 2.5839 -0.0373 -1.9133
N 0.2968 0.2362 -2.8717
N 2.3267 0.4892 -0.6412
N -0.2126 0.8215 -1.7138
C 3.8543 0.2281 -2.2301
C -0.3420 0.7529 -3.9439
H 4.2329 -0.0942 -3.1882
H -0.0606 0.4397 -4.9430
C 4.4579 0.9064 -1.1882
C -1.2940 1.6596 -3.4941
C 3.4962 1.0630 -0.1939
C -1.1908 1.6685 -2.0948
H 5.4662 1.2565 -1.1276
H -1.9742 2.2474 -4.0848
H 3.5175 1.5371 0.7746
H -1.7410 2.2247 -1.3442
H 0.8769 2.3342 0.1673
B -2.8528 -0.2607 3.1711
C -1.7275 -0.1113 2.1474
N -0.8344 0.0476 1.3914
H -3.8588 0.2109 2.6654
H -2.4919 0.3701 4.1564
H -2.9506 -1.4552 3.3983

Orbital gap (alpha / beta): 7.6 / 4.3 eV
Net charge: +2
LUMO (alpha / beta): -0.3009 / -0.4229 Eh
Energy relative to the best compared isomer or geometry (same formula, charge and spin): 0.721 eV
Multiplicity: 5

For each atom in turn, the Löwdin charge in e is:
1 H 0.15
2 N 0.06
3 B -0.44
4 N 0.05
5 C 0.10
6 Ru 1.34
7 H 0.16
8 C 0.14
9 H 0.15
10 C -0.02
11 H 0.13
12 C -0.08
13 H 0.04
14 H 0.08
15 H 0.07
16 N 0.01
17 N -0.02
18 N -0.17
19 N -0.08
20 C 0.00
21 C -0.02
22 H 0.15
23 H 0.15
24 C 0.00
25 C -0.01
26 C -0.05
27 C -0.09
28 H 0.12
29 H 0.12
30 H 0.12
31 H 0.12
32 H 0.04
33 B -0.32
34 C -0.11
35 N -0.08
36 H 0.06
37 H 0.07
38 H 0.05



(3)
Density functional theory data (ωB97M-V/def2-TZVPD) for a structure of composition C11H17BCrN6 at a distorted geometry.

Cartesian coordinates (Å):
H -0.5580 2.0945 2.2920
N -0.0870 1.0501 0.5010
B 0.7405 0.4536 -1.8688
N 0.4627 1.4655 -0.7130
C 0.6985 2.7823 -0.6627
Cr -0.6775 -0.8184 0.8728
H 1.1193 3.2902 -1.5159
C 0.2959 3.2533 0.5825
H 0.3777 4.2531 0.9627
C -0.2038 2.1500 1.2722
H 1.0496 1.0059 -2.8860
C -2.1837 -1.0351 2.2969
H -2.4517 -0.1926 2.9377
H -1.9010 -1.8739 2.9588
H -3.0859 -1.4033 1.7905
N -0.6502 -0.2804 -1.9830
N 1.8146 -0.5128 -1.3452
N -1.3215 -0.7928 -0.8320
N 1.4251 -1.1584 -0.2040
C -1.5703 -0.0673 -2.9345
C 3.1399 -0.6759 -1.4754
H -1.2458 0.3560 -3.8704
H 3.6777 -0.2237 -2.2987
C -2.8227 -0.4597 -2.4771
C 3.5754 -1.4772 -0.4194
C -2.6387 -0.9094 -1.1708
C 2.4916 -1.7137 0.4045
H -3.7485 -0.4092 -3.0292
H 4.5721 -1.8459 -0.2938
H -3.3624 -1.2330 -0.4356
H 2.3566 -2.2440 1.3292
H 0.5216 -1.6064 -0.3230
C -0.0556 -0.3586 2.8676
H -0.6747 0.3789 3.4131
H 0.9636 0.0541 2.8031
H -0.0436 -1.2956 3.4541

Orbital gap (alpha / beta): 5.3 / 5.9 eV
LUMO (alpha / beta): -0.0092 / -0.0093 Eh
Energy relative to the best compared isomer or geometry (same formula, charge and spin): 4.206 eV
Multiplicity: 5

For each atom in turn, the Löwdin charge in e is:
1 H 0.11
2 N -0.04
3 B -0.46
4 N -0.01
5 C -0.08
6 Cr 0.50
7 H 0.12
8 C -0.05
9 H 0.09
10 C -0.10
11 H 0.12
12 C -0.28
13 H -0.01
14 H -0.01
15 H -0.04
16 N 0.01
17 N 0.05
18 N -0.14
19 N 0.03
20 C -0.08
21 C 0.00
22 H 0.12
23 H 0.14
24 C -0.05
25 C -0.02
26 C -0.08
27 C -0.01
28 H 0.10
29 H 0.10
30 H 0.11
31 H 0.14
32 H 0.08
33 C -0.31
34 H -0.01
35 H -0.02
36 H -0.01



(4)
Density functional theory data (ωB97M-V/def2-TZVPD) for a structure of composition C11H17BN6OTc at a distorted geometry.

Cartesian coordinates (Å):
H -3.2678 0.2798 0.4302
N -1.5381 1.3676 -0.1554
B 0.1541 3.0950 -0.9051
N -1.3056 2.6631 -0.5820
C -2.4763 3.3333 -0.5677
Tc 0.1001 -0.0977 0.0659
H -2.5050 4.3744 -0.8578
C -3.4852 2.4696 -0.1364
H -4.5331 2.6916 -0.0200
C -2.8566 1.2326 0.1040
H 0.1879 4.2662 -1.1505
C 1.7661 -1.4026 -0.2627
H 1.6904 -2.4583 -0.0179
H 2.4434 -1.0456 0.5405
H 2.3714 -1.3570 -1.1740
N 0.7003 2.2894 -2.1392
N 1.0208 2.7582 0.3412
N 0.7112 0.9231 -2.0000
N 1.0352 1.4643 0.8842
C 1.1747 2.6065 -3.3616
C 1.8015 3.5396 1.1023
H 1.2317 3.6458 -3.6461
H 1.9250 4.5670 0.8361
C 1.5002 1.4358 -4.0173
C 2.3198 2.7814 2.1639
C 1.1904 0.3973 -3.1358
C 1.8283 1.4831 1.9986
H 1.8945 1.3437 -4.9997
H 2.9587 3.1241 2.9445
H 1.2947 -0.6629 -3.2879
H 1.9873 0.5832 2.5772
H 0.5880 -1.6103 -0.9469
C -1.0120 -2.6323 1.4201
O -0.7967 -1.2448 1.2321
H -0.5144 -2.9673 2.3456
H -0.6496 -3.2684 0.5916
H -2.1016 -2.7804 1.5200

Orbital gap (alpha / beta): 6.2 / 5.6 eV
Net charge: +2
LUMO (alpha / beta): -0.3553 / -0.3751 Eh
Energy relative to the best compared isomer or geometry (same formula, charge and spin): 1.171 eV
Multiplicity: 4

For each atom in turn, the Löwdin charge in e is:
1 H 0.12
2 N -0.09
3 B -0.46
4 N -0.01
5 C 0.00
6 Tc 1.62
7 H 0.15
8 C 0.00
9 H 0.12
10 C -0.07
11 H 0.13
12 C -0.16
13 H 0.05
14 H 0.10
15 H 0.06
16 N -0.02
17 N 0.02
18 N -0.05
19 N -0.14
20 C -0.01
21 C 0.03
22 H 0.15
23 H 0.15
24 C -0.01
25 C 0.02
26 C -0.11
27 C -0.05
28 H 0.11
29 H 0.12
30 H 0.11
31 H 0.13
32 H 0.17
33 C -0.11
34 O -0.39
35 H 0.11
36 H 0.09
37 H 0.11



(5)
Density functional theory data (ωB97M-V/def2-TZVPD) for a structure of composition C11H17BN6Pb at a distorted geometry.

Cartesian coordinates (Å):
H -3.5892 -1.5317 0.8880
N -1.5295 -1.2983 0.3276
B 0.7970 -1.5950 -0.7269
N -0.6552 -2.0969 -0.3860
C -1.3054 -3.2267 -0.7669
Pb -2.0938 1.0822 0.7125
H -0.8040 -3.9729 -1.3595
C -2.6150 -3.1542 -0.2943
H -3.4270 -3.8603 -0.4365
C -2.7152 -1.9555 0.3879
H 1.3410 -2.4013 -1.4277
C 0.8605 3.2303 2.2069
H 0.7995 4.3478 2.3634
H 0.4107 2.9688 1.2062
H 1.9110 2.8432 2.2176
N 1.7426 -1.4635 0.4986
N 0.6524 -0.1790 -1.4205
N 1.3892 -0.5360 1.4722
N -0.0300 0.8916 -0.8562
C 2.9298 -2.0541 0.8101
C 1.1260 0.1899 -2.6323
H 3.3794 -2.8099 0.1577
H 1.6554 -0.5200 -3.2539
C 3.3664 -1.5114 2.0285
C 0.7657 1.5182 -2.8627
C 2.3560 -0.5735 2.3893
C 0.0663 1.9241 -1.7357
H 4.2611 -1.7420 2.5859
H 0.9518 2.1202 -3.7379
H 2.3319 0.0441 3.2747
H -0.3809 2.9060 -1.5643
H 0.2760 2.7880 3.0390
C -3.3809 2.2329 -0.6854
H -3.7488 2.9103 0.1169
H -4.1998 1.6404 -1.0923
H -2.8952 2.8441 -1.4440

Orbital gap: 8.0 eV
LUMO: -0.0109 Eh
Energy relative to the best compared isomer or geometry (same formula, charge and spin): 0.000 eV

For each atom in turn, the Löwdin charge in e is:
1 H 0.09
2 N -0.12
3 B -0.49
4 N -0.01
5 C -0.06
6 Pb 1.24
7 H 0.12
8 C -0.08
9 H 0.10
10 C -0.20
11 H 0.11
12 C -0.08
13 H 0.03
14 H -0.02
15 H 0.03
16 N -0.06
17 N -0.01
18 N 0.05
19 N -0.06
20 C -0.10
21 C -0.07
22 H 0.11
23 H 0.12
24 C -0.09
25 C -0.08
26 C -0.18
27 C -0.18
28 H 0.08
29 H 0.09
30 H 0.09
31 H 0.10
32 H 0.01
33 C -0.39
34 H -0.03
35 H -0.03
36 H -0.03



(6)
Density functional theory data (ωB97M-V/def2-TZVPD) for a cluster of 2 separate species, C11H17Cl2N3O2S in total.

Cartesian coordinates (Å):
O -3.4941 3.8161 0.2969
C -2.5315 3.3432 0.8483
C -1.8422 2.0191 0.5673
C -0.3981 2.3668 0.9623
C 0.6292 1.2336 1.0844
C 0.0359 -0.1678 1.2496
C 1.1185 -1.2570 1.3574
C 0.8788 -2.5110 0.5150
S 0.3424 -2.2265 -1.1994
C 1.2164 -0.7922 -1.6187
N 0.7246 0.2144 -2.2601
N 1.7871 1.0852 -2.4878
C 2.8123 0.5361 -1.9523
O 2.5447 -0.6627 -1.3890
C -0.6637 3.1509 2.2507
N -1.8043 3.9828 1.8603
H -2.0075 1.6612 -0.4458
H -2.2389 1.3182 1.3129
H -0.0527 3.0774 0.2020
H 1.2631 1.4262 1.9616
H 1.2971 1.2624 0.2171
H -0.5656 -0.1751 2.1669
H -0.6479 -0.3870 0.4267
H 1.1774 -1.5925 2.3987
H 2.1034 -0.8418 1.1218
H 0.0748 -3.1185 0.9411
H 1.7758 -3.1328 0.4884
H 3.8137 0.9346 -1.9111
H -0.9400 2.4425 3.0490
H 0.1910 3.7378 2.5937
H -2.3486 4.4317 2.5807
C -0.7185 -4.9849 -3.4871
Cl -2.1006 -5.2520 -4.5528
Cl -1.0827 -5.3824 -1.8026
H 0.0958 -5.6187 -3.8153
H -0.4448 -3.9373 -3.5308

Orbital gap: 9.9 eV
LUMO: 0.0170 Eh
SMILES string: O=C1C[C@H](CCCCSc2nnco2)CN1.ClCCl

For each atom in turn, the Löwdin charge in e is:
1 O 0.08
2 C -0.48
3 C -0.06
4 C -0.30
5 C -0.15
6 C -0.22
7 C -0.24
8 C -0.44
9 S 0.97
10 C -0.72
11 N 0.06
12 N 0.06
13 C -0.20
14 O 0.03
15 C -0.16
16 N 0.07
17 H 0.13
18 H 0.13
19 H 0.15
20 H 0.12
21 H 0.09
22 H 0.12
23 H 0.08
24 H 0.12
25 H 0.10
26 H 0.08
27 H 0.08
28 H 0.13
29 H 0.12
30 H 0.12
31 H 0.14
32 C -1.03
33 Cl 0.51
34 Cl 0.49
35 H 0.03
36 H -0.01



Number 4 is which compound?
C11H17BN6OTc



Please write out number 1 again, unchanged.
Density functional theory data (ωB97M-V/def2-TZVPD) for an isolated molecule of C11H16N4O5 at a distorted geometry.

Cartesian coordinates (Å):
C -2.3967 0.5752 0.3537
C -1.0379 0.3038 0.9990
C -2.8536 -0.3822 -0.7126
C -4.3251 -0.1079 -1.1121
C -5.3062 -0.6259 -0.1141
C 1.3189 -0.0610 0.3831
C 1.6011 1.4049 0.1090
C 2.1183 -1.0132 -0.5138
C 3.6249 -0.8958 -0.3398
C 4.3957 -1.6160 0.5336
C 5.5729 0.0177 -0.4727
H -1.4979 2.1067 -0.6733
H -2.3974 2.5791 0.6720
H -3.1112 0.4573 1.1668
H -2.1713 -0.2295 -1.5910
H -2.7652 -1.4088 -0.3702
H -4.5212 0.9772 -1.1068
H -4.5684 -0.4245 -2.1357
H -5.5258 -1.3948 1.5337
H -0.3197 -0.3597 -0.7821
H 1.5451 -0.2441 1.4274
H 1.8234 -0.8178 -1.5696
H 1.7509 -2.0278 -0.1961
H 4.1843 -2.4583 1.1610
H 6.4711 0.5937 -0.7391
H 6.4836 -1.2856 0.9610
H 2.8944 2.7454 0.4215
N -2.3657 1.9358 -0.1406
N -0.1002 -0.3557 0.2023
N 4.3563 0.1110 -0.9518
N 5.6565 -0.9804 0.4883
O -0.8195 0.6302 2.1443
O -6.5118 -0.4594 -0.1798
O -4.7501 -1.2755 0.9359
O 0.8527 2.1370 -0.5468
O 2.6951 1.8489 0.7552

Orbital gap: 9.7 eV
LUMO: 0.0222 Eh
Energy relative to the best compared isomer or geometry (same formula, charge and spin): 0.533 eV
SMILES string: N[C@@H](CCC(=O)O)C(=O)N[C@@H](Cc1c[nH]cn1)C(=O)O

For each atom in turn, the Löwdin charge in e is:
1 C -0.36
2 C -0.43
3 C -0.16
4 C -0.08
5 C -0.52
6 C -0.24
7 C -0.44
8 C -0.08
9 C -0.30
10 C -0.03
11 C -0.18
12 H 0.08
13 H 0.11
14 H 0.14
15 H 0.13
16 H 0.12
17 H 0.13
18 H 0.13
19 H 0.15
20 H 0.11
21 H 0.16
22 H 0.13
23 H 0.14
24 H 0.11
25 H 0.12
26 H 0.13
27 H 0.14
28 N 0.08
29 N 0.11
30 N 0.09
31 N 0.05
32 O 0.09
33 O 0.08
34 O 0.08
35 O 0.08
36 O 0.12